--- one ---
The following is a quantum chemistry calculation of 2 unconnected molecules or ions with the total composition C3H9O3, from the Open Molecules 2025 dataset.

Last column: Mulliken charge in e.
Element x y z (Å)
C -0.92 -0.23 -0.24  -0.26
O -0.11 -1.11 0.47  -1.02
C -0.50 1.29 -0.18  -0.55
C 0.55 1.55 0.86  -0.46
O 1.74 0.83 0.52  -0.59
H -0.98 -0.55 -1.30  0.24
H -1.95 -0.25 0.18  0.18
H -1.37 1.88 0.11  0.31
H -0.23 1.62 -1.18  0.27
H 0.90 2.58 0.85  0.33
H 0.15 1.22 1.83  0.24
H 1.48 -0.11 0.64  0.36
H -0.02 -3.52 -1.15  0.26
H 0.49 -2.19 -0.43  0.43
O 0.78 -3.01 -0.99  -0.75

The HOMO energy is -3.59 eV. Its net charge is -1.

---

--- two ---
The following is a quantum chemistry calculation of 2 unconnected molecules or ions with the total composition C3H9O3, from the Open Molecules 2025 dataset.

Last column: Mulliken charge in e.
Element x y z (Å)
C 1.12 0.33 0.40  -0.41
C -0.02 1.07 -0.25  -0.35
O -0.01 1.17 -1.66  -0.51
C 1.00 0.14 1.93  -0.37
O 1.98 -0.58 2.48  -0.89
H 1.25 -0.67 -0.04  0.21
H 2.09 0.78 0.14  0.32
H -0.22 2.04 0.22  0.26
H -0.89 0.46 0.02  0.18
H 0.76 1.68 -1.94  0.29
H -0.02 -0.33 2.06  0.11
H 0.97 1.17 2.34  0.16
H -2.84 -2.26 -1.15  0.33
H -2.37 -2.22 -2.60  0.32
O -2.81 -2.77 -1.96  -0.66

The HOMO energy is -2.25 eV. Its net charge is -1.

---

Top of the stability list: one, leading by 27.1 kcal/mol.

---

--- one ---
The following is a quantum chemistry calculation of a molecular structure, C3H5ClN2O, from the Open Molecules 2025 dataset.

Last column: Mulliken charge in e.
Element x y z (Å)
C 1.40 -0.80 -0.47  0.22
C -0.22 1.11 -0.59  -0.24
C -1.50 0.60 -0.53  -0.14
H 1.06 1.46 1.70  0.37
H 0.54 -1.05 -1.39  0.19
H 2.99 -0.94 0.89  0.27
H 0.27 1.97 -1.25  0.24
H -2.14 1.29 -1.19  0.31
N 0.91 0.42 -0.04  0.06
N 2.45 -1.45 -0.16  -0.66
O 1.64 1.22 0.72  -0.50
Cl -2.21 -0.63 0.37  -0.11

The HOMO energy is -8.69 eV.

---

--- two ---
The following is a quantum chemistry calculation of a molecular structure, C3H5ClN2O, from the Open Molecules 2025 dataset.

Last column: Mulliken charge in e.
Element x y z (Å)
C 0.21 -0.11 1.46  -0.17
C -0.38 -0.67 0.35  0.10
C -0.63 0.28 -0.78  -0.10
H 1.18 1.42 0.47  0.25
H 1.13 1.82 2.36  0.28
H 0.04 -0.59 2.36  0.44
H -0.66 1.34 -0.59  0.49
H 0.41 -0.97 -3.29  0.39
N 0.75 1.17 1.36  -0.57
N -0.71 -0.14 -1.95  -0.50
O -0.12 -1.33 -2.18  -0.40
Cl -1.20 -2.23 0.43  -0.19

The HOMO energy is -8.06 eV.

---

Top of the stability list: two, leading by 5.3 kcal/mol.

---

--- one ---
The following is a quantum chemistry calculation of 2 unconnected molecules or ions with the total composition C2H6NP, from the Open Molecules 2025 dataset.

Last column: Mulliken charge in e.
Element x y z (Å)
C 1.53 -0.41 -1.01  -0.25
C -0.84 -1.06 0.30  -0.57
N 1.19 0.74 -0.27  -0.31
P 0.96 -0.80 0.54  0.04
H -0.33 -1.17 -2.31  0.09
H 2.48 -0.45 -1.51  0.31
H -0.87 -1.07 -0.89  -0.11
H -1.31 -0.11 0.67  0.22
H -1.45 -1.85 0.81  0.32
H 1.81 1.58 -0.24  0.25

The HOMO energy (alpha / beta) is -8.72 / -7.76 eV.

---

--- two ---
The following is a quantum chemistry calculation of C2H6NP in the gas phase, from the Open Molecules 2025 dataset.

Last column: Mulliken charge in e.
Element x y z (Å)
C 2.25 -0.33 -0.12  -0.22
C -1.80 -0.14 -0.21  -0.91
N 1.45 0.56 0.26  -0.33
P -0.20 1.01 -0.01  0.02
H 3.17 -0.38 0.29  0.29
H 1.91 -0.96 -0.87  0.23
H -1.93 -0.24 -1.21  0.33
H -1.80 -1.11 0.45  0.27
H -2.61 0.52 0.07  0.29
H -0.44 1.08 1.35  0.03

The HOMO energy is -8.72 eV. As for the SMILES: C=NPC.

---

--- three ---
The following is a quantum chemistry calculation of 2 unconnected molecules or ions with the total composition C2H6NP, from the Open Molecules 2025 dataset.

Last column: Mulliken charge in e.
Element x y z (Å)
C 1.40 -1.82 1.03  -0.48
C 0.94 -0.72 0.44  -0.21
N -1.81 0.33 -0.54  -0.45
P -1.87 1.72 -0.99  0.31
H 2.22 -1.78 1.62  0.26
H -1.89 2.32 -2.21  0.07
H 1.05 -2.86 0.90  0.22
H 0.16 -0.47 -0.35  0.08
H 1.45 0.28 0.55  0.14
H -1.66 3.00 -0.44  0.07

The HOMO energy is -9.75 eV. As for the SMILES: N#[PH2].C=C.

---

Top of the stability list: two, leading by 63.9 kcal/mol.

---

--- one ---
The following is a quantum chemistry calculation of 2 unconnected molecules or ions with the total composition C5H10N2O, from the Open Molecules 2025 dataset.

Last column: Mulliken charge in e.
Element x y z (Å)
C 0.82 -2.19 -1.07  -1.06
C -0.17 -1.10 -1.29  0.30
O -1.36 -1.17 -1.03  -0.50
H 0.21 -0.26 -1.91  0.31
H 0.93 -2.75 -2.00  0.36
H 0.48 -2.87 -0.28  0.29
H 1.80 -1.78 -0.82  0.32
C -0.57 1.34 0.77  0.57
N 0.11 2.53 0.76  -0.51
C 0.27 0.16 1.04  -0.19
C -1.88 1.18 0.51  -0.96
N 1.54 0.27 0.96  -0.69
H -0.30 3.30 0.25  0.21
H 1.11 2.42 0.68  0.26
H 2.06 -0.55 1.26  0.30
H -0.26 -0.70 1.46  0.45
H -2.26 0.15 0.37  0.22
H -2.54 2.02 0.35  0.31

The HOMO energy is -8.10 eV. As for the SMILES: [H]/N=C/C(=C)N.CC=O.

---

--- two ---
The following is a quantum chemistry calculation of C5H10N2O in the gas phase, from the Open Molecules 2025 dataset.

Last column: Mulliken charge in e.
Element x y z (Å)
C -1.45 -0.40 1.43  -1.09
C 0.72 0.66 0.52  0.56
C 0.98 -0.25 -0.50  0.39
N 2.17 -0.95 -0.67  -0.48
N -0.75 0.43 -2.13  -0.44
C -0.20 -0.49 -1.24  -0.81
C -0.64 0.74 0.85  -0.63
O 1.70 1.48 1.02  -0.52
H 1.39 1.85 1.86  0.34
H 2.21 -1.58 -1.46  0.24
H 2.63 -1.29 0.16  0.21
H -0.58 1.39 -1.86  0.32
H -1.73 0.27 -2.35  0.22
H -0.42 -1.52 -1.55  0.36
H -1.01 1.72 1.16  0.44
H -1.51 -0.32 2.52  0.31
H -2.49 -0.38 1.06  0.29
H -1.02 -1.36 1.18  0.31

The HOMO energy (alpha / beta) is -6.83 / -6.83 eV. As for the SMILES: C/C=C(O)\C(N)=C/N.

---

--- three ---
The following is a quantum chemistry calculation of C5H10N2O in the gas phase, from the Open Molecules 2025 dataset.

Last column: Mulliken charge in e.
Element x y z (Å)
C -0.93 0.95 1.17  -1.24
C -2.09 0.43 -1.02  -1.30
C 1.67 0.03 -0.17  0.23
N 1.43 -2.06 0.89  -0.46
C -0.80 0.46 -0.24  1.30
C 0.36 0.09 -0.83  -0.63
O 1.69 -0.62 1.03  -0.31
N 2.76 0.47 -0.68  -0.73
H 0.41 -2.08 0.82  0.30
H 1.81 -2.28 -0.03  0.30
H 3.51 0.26 -0.01  0.30
H 0.39 -0.16 -1.89  0.24
H -1.51 1.88 1.19  0.38
H 0.03 1.18 1.64  0.32
H -1.45 0.21 1.79  0.31
H -2.83 -0.19 -0.50  0.31
H -2.50 1.44 -1.12  0.33
H -1.96 0.01 -2.02  0.33

The HOMO energy is -9.49 eV. As for the SMILES: [H]/N=C(/C=C(C)C)ON.

---

Top of the stability list: one, leading by 21.7 kcal/mol.

---

--- one ---
The following is a quantum chemistry calculation of C2H4ClNO2 in the gas phase, from the Open Molecules 2025 dataset.

Last column: Mulliken charge in e.
Element x y z (Å)
C 0.89 0.76 1.69  -1.06
C 0.89 0.33 0.28  0.11
N 2.07 -0.82 0.18  0.79
O 2.36 -1.27 1.25  -0.44
O 2.57 -1.03 -0.85  -0.60
Cl 1.53 1.53 -0.90  -0.16
H 1.63 1.65 1.80  0.31
H 1.41 -0.04 2.26  0.33
H -0.02 1.11 2.15  0.32
H 0.16 -0.21 -0.22  0.39

The HOMO energy (alpha / beta) is -7.14 / -10.48 eV. As for the expectation value of S²: 2.01. Its spin multiplicity is 3.

---

--- two ---
The following is a quantum chemistry calculation of C2H4ClNO2 in the gas phase, from the Open Molecules 2025 dataset.

Last column: Mulliken charge in e.
Element x y z (Å)
C 0.13 0.00 0.34  -1.04
C -1.17 -0.02 -0.36  -0.33
N -2.13 1.02 0.00  0.96
O -3.07 1.17 -0.74  -0.60
O -1.90 1.67 0.99  -0.60
Cl -2.19 -1.83 0.20  0.07
H 0.01 0.27 1.39  0.35
H 0.78 0.74 -0.14  0.29
H 0.61 -0.97 0.26  0.39
H -1.18 -0.20 -1.43  0.52

The HOMO energy (alpha / beta) is -7.82 / -10.71 eV. As for the expectation value of S²: 2.01. Its spin multiplicity is 3.

---

Top of the stability list: two, leading by 14.4 kcal/mol.

---

--- one ---
The following is a quantum chemistry calculation of 2 unconnected molecules or ions with the total composition C5H14, from the Open Molecules 2025 dataset.

Last column: Mulliken charge in e.
Element x y z (Å)
C -1.64 -1.07 2.63  -1.65
C -0.65 -0.02 3.08  -2.13
H -1.56 -2.01 3.18  0.47
H -2.67 -0.73 2.82  0.50
H -1.59 -1.23 1.55  0.47
H -0.54 0.03 4.17  0.57
H -1.00 0.96 2.76  0.57
H 0.36 -0.15 2.70  0.69
C 1.16 0.45 -1.63  -0.55
C 1.68 -0.37 -2.80  -1.61
C -0.22 1.08 -1.75  -2.08
H 1.14 -0.14 -0.71  0.25
H 1.90 1.24 -1.41  0.57
H 1.70 0.24 -3.70  0.39
H -0.43 1.67 -0.85  0.48
H -0.34 1.72 -2.63  0.52
H 1.00 -1.19 -3.02  0.48
H 2.68 -0.77 -2.58  0.39
H -0.98 0.29 -1.81  0.66

The HOMO energy (alpha / beta) is 1.49 / -7.70 eV. Its net charge is -1. As for the expectation value of S²: 0.75. Its spin multiplicity is 2.

---

--- two ---
The following is a quantum chemistry calculation of 2 unconnected molecules or ions with the total composition C5H14, from the Open Molecules 2025 dataset.

Last column: Mulliken charge in e.
Element x y z (Å)
C -1.78 -0.60 1.57  -1.81
C -1.46 0.81 2.06  -1.86
H -0.97 -1.18 1.17  -0.04
H -2.39 -0.98 2.41  1.46
H -2.68 -0.45 0.94  0.04
H -0.81 0.93 2.95  0.66
H -2.23 1.51 2.42  0.78
H -0.88 1.32 1.28  0.17
C 1.11 -0.55 -0.91  -0.61
C 2.49 -0.07 -1.44  -1.50
C -0.07 0.16 -1.54  -1.35
H 1.04 -1.64 -0.97  0.86
H 1.25 -0.31 0.16  -0.17
H 2.95 0.65 -0.78  0.55
H 2.51 0.52 -2.37  0.41
H 0.00 -0.18 -2.60  0.81
H -1.02 -0.18 -1.10  -0.19
H 3.05 -0.99 -1.62  0.46
H -0.11 1.24 -1.63  0.34

The HOMO energy (alpha / beta) is 1.53 / -7.40 eV. Its net charge is -1. As for the expectation value of S²: 0.75. Its spin multiplicity is 2.

---

Top of the stability list: one, leading by 24.4 kcal/mol.

---

--- one ---
The following is a quantum chemistry calculation of C5H7ClO in the gas phase, from the Open Molecules 2025 dataset.

Last column: Mulliken charge in e.
Element x y z (Å)
C 0.68 -1.29 -0.71  -0.59
C 0.13 1.66 1.01  -0.80
C 0.24 -0.83 0.42  -0.29
C -0.34 0.50 0.64  0.18
C -1.92 0.47 -0.37  -0.04
O -1.69 -0.18 -1.55  -0.47
Cl -2.95 -0.55 0.69  -0.19
H 0.82 -2.40 -0.69  0.28
H 1.00 -0.55 -1.46  0.28
H -0.44 2.47 1.08  0.34
H 1.10 1.79 1.40  0.30
H 0.00 -1.50 1.23  0.27
H -2.47 1.40 -0.75  0.36
H -1.85 -1.18 -1.48  0.37

The HOMO energy is -9.49 eV. As for the SMILES: C=CC(=C)[C@@H](O)Cl.

---

--- two ---
The following is a quantum chemistry calculation of C5H7ClO in the gas phase, from the Open Molecules 2025 dataset.

Last column: Mulliken charge in e.
Element x y z (Å)
C 0.52 0.93 0.30  -0.04
C 0.61 1.57 -1.11  -0.67
C -0.06 0.54 -1.95  -0.27
C -0.63 -0.44 -1.23  -0.62
C -0.71 0.04 0.23  -0.11
H 1.55 -0.58 1.07  0.36
H 0.34 1.61 1.11  0.29
H 0.09 2.55 -1.19  0.29
H 1.67 1.72 -1.32  0.29
H -0.05 0.76 -3.02  0.38
H -1.11 -1.26 -1.68  0.48
H -1.63 0.56 0.35  0.38
O 1.66 0.16 0.38  -0.51
Cl -0.74 -1.33 1.42  -0.24

The HOMO energy is -9.56 eV. As for the SMILES: O[C@H]1CC=C[C@H]1Cl.

---

Top of the stability list: two, leading by 58.0 kcal/mol.